{
  "formula": "C8H32N2O7",
  "method": "ωB97M-V with the def2-TZVPD basis set",
  "symbols": ["C", "O", "C", "C", "C", "N", "H", "H", "H", "H", "H", "H", "H", "H", "H", "H", "H", "C", "O", "C", "C", "C", "N", "H", "H", "H", "H", "H", "H", "H", "H", "H", "H", "H", "O", "H", "H", "O", "H", "H", "O", "H", "H", "O", "H", "H", "O", "H", "H"],
  "coordinates": [[4.086, 0.228, 4.572], [3.158, 0.196, 3.455], [1.767, 0.036, 3.833], [0.942, 0.108, 2.601], [-0.540, 0.293, 2.902], [1.089, -1.152, 1.773], [4.012, -0.728, 5.080], [3.989, 1.076, 5.247], [5.099, 0.275, 4.161], [1.622, -0.927, 4.313], [1.452, 0.837, 4.536], [1.209, 0.942, 1.958], [-0.842, -0.475, 3.594], [-1.117, 0.197, 1.945], [-0.774, 1.305, 3.299], [2.073, -1.526, 1.905], [0.474, -1.849, 2.129], [-0.601, 2.247, -4.085], [-0.160, 2.032, -2.778], [1.086, 1.326, -2.840], [1.391, 0.966, -1.407], [2.682, 0.112, -1.358], [0.222, 0.125, -0.913], [0.058, 2.870, -4.660], [-1.618, 2.696, -4.010], [-0.665, 1.302, -4.668], [1.046, 0.478, -3.518], [1.847, 2.024, -3.198], [1.587, 1.863, -0.806], [3.523, 0.600, -1.868], [2.510, -0.876, -1.817], [2.946, -0.074, -0.341], [-0.586, 0.717, -0.698], [0.495, -0.272, -0.032], [-2.466, -2.917, 0.144], [-3.171, -3.565, 0.217], [-2.815, -2.197, 0.685], [-3.954, -1.222, 1.549], [-4.534, -0.463, 1.251], [-4.117, -1.271, 2.515], [-4.211, 0.457, -1.273], [-3.919, 1.300, -1.672], [-3.653, -0.131, -1.765], [-1.958, -1.183, -2.149], [-2.109, -1.821, -1.465], [-1.159, -0.723, -1.877], [-2.060, -0.833, -4.980], [-2.126, -1.266, -4.108], [-1.210, -1.136, -5.375]],
  "forces_ev_per_a": [[-0.2, -0.6, -1.3], [-0.1, 0.4, 1.0], [1.3, 1.2, 0.5], [-0.9, -1.2, -1.4], [-0.3, 0.7, -1.0], [2.1, 1.0, 0.5], [-0.1, 0.0, 0.5], [-0.5, 0.1, 0.0], [-0.3, 0.0, -0.2], [0.0, -0.3, 0.3], [0.3, -0.3, -0.2], [0.6, 0.2, 0.1], [-0.5, -0.3, 0.4], [0.4, -0.1, 0.9], [0.3, -0.7, 0.0], [-1.5, 0.6, -0.3], [-0.6, -0.6, 0.3], [-1.7, -0.4, -0.4], [0.7, -0.6, -0.6], [-0.4, 1.5, 1.2], [-0.1, -1.8, -0.2], [-0.8, -0.1, -0.6], [0.8, 1.4, -0.3], [0.5, 0.8, -0.1], [0.8, -0.3, -0.3], [-0.3, 0.3, 0.5], [-0.2, -0.4, 0.1], [0.2, 0.0, -0.2], [-0.4, 0.0, -0.1], [-0.2, 0.0, 0.1], [0.0, 0.4, 0.0], [0.3, -0.1, 0.8], [0.5, 0.1, -0.3], [0.2, -0.7, 0.5], [0.2, -0.2, -0.1], [0.0, -0.2, -0.2], [0.0, 0.3, 0.0], [-1.4, 1.5, 0.9], [1.1, -1.2, 0.1], [0.2, 0.0, -0.9], [-0.3, 1.5, 0.0], [-0.5, -0.3, 0.5], [0.8, -1.2, -0.4], [-0.7, 0.3, -1.1], [-0.2, -1.0, 0.8], [0.8, 0.3, 0.1], [0.8, -0.4, -0.5], [0.2, 0.2, -0.1], [-1.0, 0.2, 0.6]],
  "charge": 0,
  "orbital_gap_ev": 9.8,
  "fmax_ev_per_a": 2.360,
  "e_homo_ev": -9.46,
  "smiles": "COC[C@H](C)N.COC[C@H](C)N.O.O.O.O.O"
}


{
  "formula": "C8H32O8",
  "method": "ωB97M-V with the def2-TZVPD basis set",
  "symbols": ["C", "O", "H", "H", "H", "H", "C", "O", "H", "H", "H", "H", "C", "O", "H", "H", "H", "H", "C", "O", "H", "H", "H", "H", "C", "O", "H", "H", "H", "H", "C", "O", "H", "H", "H", "H", "C", "O", "H", "H", "H", "H", "C", "O", "H", "H", "H", "H"],
  "coordinates": [[5.416, -2.714, 1.045], [6.619, -3.435, 1.413], [5.359, -2.673, -0.023], [4.623, -3.106, 1.637], [5.506, -1.659, 1.396], [6.505, -3.230, 2.369], [-1.314, -0.291, 5.057], [-0.530, 0.579, 4.282], [-2.309, 0.143, 5.163], [-1.302, -1.215, 4.492], [-0.923, -0.461, 6.090], [0.152, 0.159, 3.797], [-2.590, 2.866, -3.337], [-2.499, 1.530, -2.757], [-1.716, 3.470, -3.113], [-2.710, 2.779, -4.431], [-3.482, 3.327, -2.917], [-1.930, 1.562, -1.987], [1.989, -1.894, 2.842], [0.801, -1.136, 2.859], [1.827, -2.743, 2.168], [2.828, -1.305, 2.414], [2.270, -2.205, 3.849], [0.789, -0.761, 1.919], [0.632, 2.432, -1.515], [-0.559, 2.021, -0.845], [0.906, 3.485, -1.318], [1.441, 1.711, -1.335], [0.385, 2.387, -2.598], [-0.692, 2.442, 0.023], [0.067, -1.105, -0.645], [1.086, -0.495, 0.116], [-0.473, -0.378, -1.305], [0.560, -1.818, -1.300], [-0.712, -1.644, -0.111], [0.833, 0.466, 0.224], [-2.773, 0.934, 1.072], [-1.496, 1.438, 1.465], [-3.066, 0.252, 1.814], [-3.496, 1.738, 1.095], [-2.644, 0.515, 0.086], [-1.193, 1.293, 2.386], [-2.107, -0.511, -5.574], [-1.527, -1.084, -4.438], [-3.231, -0.540, -5.502], [-1.804, 0.489, -5.867], [-1.872, -1.164, -6.414], [-1.649, -0.451, -3.742]],
  "forces_ev_per_a": [[1.7, 1.3, 0.5], [-1.2, 1.0, 1.3], [-0.6, -0.4, -0.5], [-1.2, -0.6, -0.4], [0.1, -0.4, -0.4], [1.3, -0.9, -0.6], [0.6, -0.4, 0.1], [-1.3, 2.8, 0.9], [0.0, -0.2, -0.2], [-0.6, -0.6, 0.4], [0.0, 0.1, -0.7], [1.1, -1.5, -0.4], [-0.4, -1.3, 0.3], [-0.2, 0.5, -1.3], [0.1, 0.1, 0.0], [0.1, -0.1, 0.5], [0.0, 0.3, -0.1], [0.4, 0.4, 0.5], [0.7, 0.0, -0.6], [0.1, 0.9, -1.6], [0.3, -0.2, 0.4], [-0.3, -0.2, 0.3], [-0.2, -0.1, -0.1], [-0.3, -0.6, 1.3], [-0.6, 0.2, -1.1], [0.4, 0.4, 0.0], [0.0, -0.6, 0.2], [0.0, 0.5, 0.1], [0.3, 0.0, 0.5], [0.1, -0.4, -0.1], [-0.7, 0.1, -1.8], [-0.5, 1.9, 0.9], [0.6, -0.4, 0.6], [0.0, -0.1, -0.1], [0.2, 0.1, 0.7], [0.2, -1.5, -0.2], [1.1, 1.0, 0.6], [1.1, 0.6, 0.2], [-0.7, -1.5, 0.6], [-0.3, 0.3, -0.4], [-0.3, -0.2, -0.2], [-1.0, -0.2, -0.2], [-1.7, -0.9, -0.9], [0.5, 0.0, -0.2], [0.8, 0.3, 0.0], [0.3, 0.3, 0.4], [0.1, 0.0, 0.0], [-0.2, 0.6, 0.8]],
  "charge": 0,
  "orbital_gap_ev": 10.5,
  "fmax_ev_per_a": 3.209,
  "e_homo_ev": -10.00,
  "smiles": "CO.CO.CO.CO.CO.CO.CO.CO"
}


{
  "formula": "C8H32O8",
  "method": "ωB97M-V with the def2-TZVPD basis set",
  "symbols": ["C", "O", "H", "H", "H", "H", "C", "O", "H", "H", "H", "H", "C", "O", "H", "H", "H", "H", "C", "O", "H", "H", "H", "H", "C", "O", "H", "H", "H", "H", "C", "O", "H", "H", "H", "H", "C", "O", "H", "H", "H", "H", "C", "O", "H", "H", "H", "H"],
  "coordinates": [[1.085, -2.536, -2.772], [0.657, -1.313, -3.409], [2.044, -2.351, -2.288], [0.313, -2.911, -2.100], [1.214, -3.261, -3.575], [0.496, -0.659, -2.724], [0.480, -4.581, 0.092], [1.427, -4.946, 1.068], [0.558, -3.509, -0.088], [0.614, -5.096, -0.859], [-0.535, -4.752, 0.450], [2.087, -5.461, 0.598], [2.083, 3.644, 0.020], [1.660, 5.016, 0.041], [1.237, 3.006, -0.234], [2.917, 3.651, -0.682], [2.451, 3.395, 1.015], [2.395, 5.580, 0.293], [3.451, -0.213, 3.178], [3.380, 1.006, 3.768], [2.571, -0.810, 3.418], [3.538, -0.111, 2.097], [4.331, -0.661, 3.640], [2.464, 1.292, 3.779], [-3.336, -0.421, -1.682], [-4.703, -0.351, -1.263], [-3.117, 0.191, -2.557], [-2.674, -0.078, -0.886], [-3.090, -1.393, -2.109], [-5.387, -0.394, -1.936], [0.048, -0.439, 0.588], [0.202, -0.338, -0.801], [0.067, -1.500, 0.834], [0.906, 0.102, 0.986], [-0.943, -0.081, 0.870], [0.105, 0.598, -0.990], [-2.742, 1.515, 3.458], [-3.919, 1.775, 4.278], [-2.798, 2.204, 2.615], [-1.811, 1.753, 3.972], [-2.708, 0.536, 2.980], [-3.673, 2.040, 5.167], [-0.822, 1.599, -3.185], [0.144, 2.008, -2.224], [-0.766, 2.116, -4.143], [-0.925, 0.516, -3.250], [-1.740, 2.026, -2.781], [0.764, 2.593, -2.665]],
  "forces_ev_per_a": [[-0.3, 1.0, -0.8], [0.1, -0.7, -0.3], [-0.1, -0.3, 0.3], [0.2, 0.1, 0.2], [0.1, 0.0, 0.0], [0.2, -0.3, 0.4], [-0.5, 0.7, -0.1], [0.3, -0.5, -0.1], [0.0, 0.1, -0.2], [0.0, -0.1, 0.0], [0.0, -0.2, 0.1], [0.2, 0.0, 0.3], [0.6, 1.4, 0.4], [-0.9, 0.0, 0.0], [0.2, 0.2, -0.2], [-0.1, -1.0, -0.2], [0.1, -0.4, 0.0], [0.1, -0.2, 0.0], [0.3, -1.6, -0.3], [-0.6, 2.7, 1.2], [0.0, -0.4, -0.1], [0.2, -0.4, -0.2], [0.0, -0.6, -0.6], [0.1, 0.2, 0.0], [-0.8, 0.0, -1.5], [0.5, 0.2, 1.0], [-0.3, 0.7, 0.1], [-0.3, -0.4, 0.1], [0.2, -0.5, 0.8], [0.6, -0.1, -0.5], [0.1, -0.6, -0.2], [-0.4, -0.1, -0.7], [0.3, 0.1, 0.2], [-0.3, -0.1, 1.0], [0.1, 0.4, 0.5], [0.2, 0.4, -0.5], [-0.7, 1.2, 0.0], [0.7, -0.7, -0.7], [0.0, 0.2, 0.0], [0.0, -0.3, 0.2], [-0.3, -0.3, 0.7], [0.3, -0.1, -0.1], [-1.5, 1.0, 0.5], [0.7, 0.0, -0.4], [0.7, -0.4, -0.2], [0.3, 0.2, -0.3], [-0.5, -0.5, -0.1], [0.2, 0.0, 0.2]],
  "charge": 0,
  "orbital_gap_ev": 10.4,
  "fmax_ev_per_a": 2.982,
  "e_homo_ev": -10.03,
  "smiles": "CO.CO.CO.CO.CO.CO.CO.CO"
}


{
  "formula": "C8H35B2O9",
  "method": "ωB97M-V with the def2-TZVPD basis set",
  "symbols": ["O", "H", "H", "H", "B", "H", "H", "H", "H", "B", "H", "H", "H", "H", "C", "C", "O", "O", "H", "H", "H", "H", "H", "H", "C", "C", "O", "O", "H", "H", "H", "H", "H", "H", "C", "C", "O", "O", "H", "H", "H", "H", "H", "H", "C", "C", "O", "O", "H", "H", "H", "H", "H", "H"],
  "coordinates": [[-1.994, -0.879, -1.525], [-2.001, -0.517, -2.433], [-2.932, -0.696, -1.071], [-1.252, -0.410, -1.033], [-0.048, 0.881, -0.337], [-0.134, -0.128, 0.310], [0.808, 1.669, -0.005], [0.191, 0.665, -1.513], [-1.125, 1.431, -0.391], [-4.467, -0.435, -0.061], [-5.436, 0.268, 0.129], [-4.290, -0.692, -1.254], [-3.462, 0.147, 0.314], [-4.632, -1.507, 0.487], [2.158, -2.418, -1.456], [3.180, -1.793, -0.541], [2.772, -1.661, 0.805], [1.254, -1.517, -2.104], [1.592, -3.187, -0.914], [2.643, -2.943, -2.288], [3.539, -0.824, -0.916], [4.082, -2.423, -0.570], [2.643, -0.723, 1.044], [1.211, -0.650, -1.662], [-2.503, 1.753, -3.928], [-2.220, 2.380, -2.592], [-0.843, 2.492, -2.324], [-2.512, 0.302, -3.765], [-1.728, 2.011, -4.652], [-3.500, 2.011, -4.297], [-2.724, 1.792, -1.813], [-2.680, 3.371, -2.574], [-0.570, 1.749, -1.766], [-2.392, -0.107, -4.626], [2.951, 3.015, 2.832], [2.478, 1.566, 2.707], [2.773, 1.016, 1.430], [4.233, 3.226, 2.281], [2.939, 3.299, 3.886], [2.203, 3.662, 2.349], [1.408, 1.489, 2.923], [2.958, 0.997, 3.508], [2.076, 1.355, 0.830], [4.106, 3.188, 1.328], [-0.670, -2.960, 2.523], [0.347, -2.027, 3.147], [0.077, -0.650, 2.847], [-0.660, -2.904, 1.103], [-1.679, -2.757, 2.885], [-0.320, -3.963, 2.802], [1.326, -2.323, 2.761], [0.325, -2.094, 4.236], [0.636, -0.412, 2.101], [-0.138, -2.137, 0.843]],
  "forces_ev_per_a": [[0.8, -0.3, 0.9], [-0.3, 0.3, -0.5], [0.0, 0.1, -0.1], [-0.7, -0.5, -0.1], [0.1, 0.2, 0.2], [0.2, -0.2, 0.0], [-0.1, 0.1, 0.2], [0.5, -0.7, 0.2], [0.1, -0.2, 0.9], [0.1, -0.2, 0.2], [0.0, 0.2, -0.3], [-0.4, 0.1, -0.3], [0.1, 0.0, 0.3], [0.2, 0.0, 0.1], [-0.6, 0.0, -0.7], [0.8, 0.2, 0.1], [-0.4, -0.1, 0.1], [0.2, 0.1, 0.2], [0.0, 0.2, 0.2], [0.3, 0.1, 0.2], [-0.3, 0.0, -0.2], [-0.2, -0.1, 0.2], [0.4, -0.1, -0.2], [0.0, -0.5, 0.1], [-0.3, -0.9, -0.1], [0.2, 0.2, 0.3], [-0.6, 1.2, -1.5], [0.3, 0.3, -0.3], [-0.1, 0.2, 0.0], [0.1, 0.2, 0.0], [-0.1, 0.0, 0.0], [0.1, 0.1, 0.0], [-0.1, 0.3, -0.2], [0.0, 0.0, 0.0], [-0.9, 0.0, -0.3], [0.1, 0.2, 0.7], [-0.2, 0.3, 0.1], [0.0, 0.2, 0.2], [0.3, 0.0, 0.0], [0.2, 0.0, -0.1], [0.0, 0.2, -0.1], [0.3, -0.4, -0.5], [0.1, -0.2, 0.0], [0.2, -0.2, 0.0], [0.5, -0.1, -0.1], [-0.3, 0.5, -0.1], [0.4, -0.4, 0.1], [0.2, 0.0, 0.1], [-0.1, -0.1, 0.1], [-0.5, -0.1, 0.1], [0.1, 0.1, 0.2], [0.0, -0.3, 0.0], [-0.2, 0.2, -0.1], [-0.1, 0.0, -0.1]],
  "charge": -1,
  "orbital_gap_ev": 8.7,
  "fmax_ev_per_a": 2.031,
  "e_homo_ev": -6.05
}


{
  "formula": "C8H38O15",
  "method": "ωB97M-V with the def2-TZVPD basis set",
  "symbols": ["O", "C", "C", "O", "H", "H", "H", "H", "H", "H", "O", "C", "C", "O", "H", "H", "H", "H", "H", "H", "O", "C", "C", "O", "H", "H", "H", "H", "H", "H", "O", "C", "C", "O", "H", "H", "H", "H", "H", "H", "O", "H", "H", "O", "H", "H", "O", "H", "H", "O", "H", "H", "O", "H", "H", "O", "H", "H", "O", "H", "H"],
  "coordinates": [[1.465, -0.560, 1.441], [1.968, -1.343, 0.418], [1.349, -0.952, -0.871], [0.221, -1.725, -0.881], [0.571, -0.793, 1.519], [3.001, -1.172, 0.362], [1.936, -2.382, 0.681], [2.050, -1.227, -1.685], [1.215, 0.116, -1.021], [-0.185, -1.557, -1.685], [-3.495, -1.960, -2.098], [-3.163, -3.289, -1.825], [-3.140, -4.101, -3.147], [-4.419, -3.787, -3.817], [-4.476, -1.917, -2.096], [-2.198, -3.146, -1.356], [-3.948, -3.535, -1.114], [-3.106, -5.068, -2.648], [-2.234, -4.099, -3.737], [-4.449, -2.875, -4.093], [2.698, 4.577, -0.570], [2.594, 3.479, -1.446], [1.138, 3.361, -1.894], [0.906, 2.144, -2.516], [2.825, 5.367, -1.050], [3.329, 3.435, -2.259], [2.630, 2.468, -1.019], [0.949, 4.195, -2.512], [0.560, 3.318, -0.929], [0.314, 2.145, -3.304], [2.367, 2.268, 1.590], [3.073, 1.910, 2.767], [1.953, 1.977, 3.785], [1.502, 3.309, 3.930], [1.995, 1.539, 1.064], [3.484, 0.849, 2.741], [3.872, 2.625, 2.964], [2.359, 1.740, 4.811], [1.126, 1.308, 3.541], [1.017, 3.281, 4.836], [2.220, -1.510, 3.804], [2.072, -1.090, 2.963], [1.653, -2.288, 3.729], [-1.248, -0.697, -3.242], [-2.056, -1.201, -3.189], [-1.464, -0.003, -3.905], [-1.307, 0.093, 2.833], [-1.776, -0.764, 2.981], [-1.384, 0.578, 3.657], [-0.958, -3.179, 1.264], [-1.500, -3.749, 0.718], [-0.690, -2.507, 0.664], [-2.616, -0.823, 0.733], [-2.072, -0.306, 1.293], [-2.429, -0.446, -0.103], [-0.430, 1.866, 1.176], [-0.767, 1.391, 1.930], [-0.790, 1.583, 0.301], [-1.422, 0.892, -1.100], [-1.309, 0.465, -1.946], [-1.378, 1.802, -1.409]],
  "forces_ev_per_a": [[1.3, 0.9, 0.8], [1.3, 0.8, -0.2], [2.4, -0.7, -0.6], [-1.1, -0.9, 1.1], [-2.3, 0.0, 0.5], [1.7, 0.7, 0.1], [-0.7, -0.9, -0.4], [-0.3, -0.2, 0.1], [-0.4, 0.2, 0.5], [-1.8, 0.3, -2.4], [-1.5, 2.1, -0.8], [0.5, 1.0, -0.8], [-1.8, 0.5, 2.2], [1.5, -2.0, 0.5], [1.0, 0.3, -0.1], [0.4, -0.9, 0.3], [0.4, -1.4, 0.1], [-0.9, -0.9, -1.1], [0.0, 0.8, -0.5], [0.5, 0.4, 0.0], [0.2, -2.0, 1.0], [-1.0, -1.3, -0.4], [-0.1, 0.5, 1.7], [-0.5, -1.9, -2.0], [0.3, 1.2, -1.0], [-0.2, 0.5, -0.1], [1.1, 0.6, 1.2], [-1.0, 1.1, -0.7], [0.3, 0.8, -0.8], [0.9, 0.6, 1.0], [1.2, 0.5, -1.5], [-1.7, -1.7, -0.5], [1.6, -0.2, 2.6], [-1.8, 0.4, 2.3], [0.1, 0.0, 1.1], [-0.3, 1.2, 0.0], [-0.1, 0.0, -0.1], [-0.2, -0.6, -0.9], [0.2, -0.2, -0.2], [1.2, 0.5, -2.5], [0.0, -0.9, 1.0], [-0.1, 0.7, -0.8], [0.2, 0.0, 0.3], [0.5, 1.2, -1.3], [-1.0, -0.5, 0.4], [0.4, -0.8, 0.4], [-0.6, -1.6, 1.1], [0.5, 0.8, 0.0], [0.0, 0.0, 0.3], [-0.1, -1.1, 1.2], [-0.2, -0.2, 0.1], [0.4, 1.1, -1.0], [-1.2, -1.5, 0.2], [0.6, 0.9, 0.8], [0.0, 0.6, -1.5], [0.6, 1.3, -1.5], [-0.3, -0.3, -0.7], [0.2, -0.4, 1.9], [-0.4, 1.0, -0.3], [0.3, -1.2, -0.4], [-0.1, 0.5, 0.4]],
  "charge": 0,
  "orbital_gap_ev": 8.3,
  "fmax_ev_per_a": 3.021,
  "e_homo_ev": -8.75,
  "smiles": "OCCO.OCCO.OCCO.OCCO.O.O.O.O.O.O.O"
}


Which value of charge does entry 4 give? -1